Formula: C28H58GeO5S4Sb2Si3Ti
Source: the Open Molecules 2025 dataset
Level of theory: ωB97M-V with the def2-TZVPD basis set

XYZ file:
```
102
Properties=species:S:1:pos:R:3:forces:R:3
Ti 0.449794 -0.516816 0.969627 -1.67 -0.27 -0.73
S -2.969358 -3.406144 2.958385 0.24 -0.03 -0.32
Sb -3.444966 -0.996158 2.722679 -0.12 -0.03 0.00
S -2.502613 -0.137628 4.557742 0.05 0.04 0.02
S -1.748659 -0.122935 0.534700 0.29 0.07 -0.28
O 3.760442 -1.056693 1.541117 0.38 0.09 0.02
C 2.808546 -0.329136 1.572498 -0.18 0.43 0.28
O 2.197338 0.232731 0.529380 0.40 -0.57 0.42
C 2.023905 -0.012477 2.937928 0.15 0.02 -0.54
O 2.575330 -0.078927 3.998134 -0.02 0.09 0.27
O 0.745557 0.273347 2.704872 0.93 -0.32 0.31
C -2.443380 -3.069297 -1.545494 -0.13 -0.03 0.15
Si -0.822176 -2.553955 -2.326501 0.06 -0.01 0.00
C -1.087774 -2.661107 -4.188647 -0.03 0.04 -0.14
C 0.540542 -3.798496 -1.981781 0.13 -0.05 0.10
Ge -0.287802 -0.312500 -1.662102 -0.63 -0.12 -0.32
Si -1.820068 1.167049 -2.767856 0.16 0.15 0.03
C -3.577496 1.166358 -2.123252 -0.15 -0.07 0.09
C -1.951000 0.812499 -4.611882 0.01 -0.07 -0.14
C -1.122545 2.897088 -2.589467 0.08 0.13 0.06
Si 1.937769 0.190617 -2.430299 0.05 0.10 -0.14
C 1.764754 0.229484 -4.312135 -0.08 -0.02 -0.12
C 2.561205 1.890808 -1.962544 0.05 0.13 0.15
C 3.145387 -1.191693 -2.104706 0.06 -0.17 0.12
H -2.566215 -4.155542 -1.599648 -0.03 0.02 -0.05
H -3.272588 -2.596967 -2.080629 0.00 -0.03 0.01
H -2.530447 -2.765503 -0.500098 0.04 -0.02 -0.01
H -1.286105 -3.706919 -4.449037 0.00 0.03 0.00
H -0.205275 -2.342298 -4.748591 -0.01 -0.02 0.02
H -1.931026 -2.061530 -4.533434 0.00 -0.04 0.02
H 0.110762 -4.790647 -1.805519 0.01 0.01 -0.05
H 1.140938 -3.538555 -1.110769 -0.04 0.01 0.00
H 1.202340 -3.861913 -2.850056 -0.01 -0.03 0.01
H -4.163345 0.365524 -2.582847 0.01 0.02 0.01
H -4.045504 2.123201 -2.375572 -0.02 -0.04 -0.05
H -3.628316 1.035295 -1.043443 0.02 0.06 -0.01
H -2.636260 -0.014027 -4.809083 -0.01 0.03 0.01
H -0.997666 0.566209 -5.079880 -0.01 0.02 0.00
H -2.351475 1.703420 -5.107367 0.00 -0.03 0.00
H -1.009883 3.153538 -1.532877 0.00 0.00 -0.02
H -1.778146 3.638254 -3.058342 0.02 -0.02 0.00
H -0.130538 2.974815 -3.044271 -0.03 0.00 0.00
H 1.082041 1.014603 -4.643918 0.05 0.02 0.01
H 1.410698 -0.719635 -4.721882 0.02 0.02 0.01
H 2.748647 0.437105 -4.749021 -0.03 -0.01 0.02
H 2.416172 2.583732 -2.795537 0.02 0.00 0.01
H 3.628068 1.846410 -1.725852 -0.02 0.01 -0.02
H 2.050971 2.290407 -1.086109 0.00 -0.01 0.01
H 2.851254 -2.077067 -2.673799 0.04 0.02 -0.02
H 3.231087 -1.468547 -1.054979 0.01 0.05 0.00
H 4.135035 -0.874963 -2.450848 -0.01 -0.03 -0.02
C 0.456060 -8.700647 0.124247 0.00 0.00 -0.01
C 0.105196 -7.307020 0.571204 0.02 0.01 0.01
C 1.092296 -6.407501 0.960449 -0.02 -0.01 0.00
C 0.771634 -5.119171 1.358298 -0.01 -0.04 0.01
C -0.558656 -4.726449 1.382485 0.08 0.02 -0.04
C -1.562305 -5.601395 0.995473 0.03 -0.02 0.01
C -1.220466 -6.882895 0.593733 -0.06 0.00 -0.02
S -0.959813 -3.030708 1.789350 -0.39 -0.08 0.32
C -0.092085 -2.858608 3.371180 0.07 0.03 -0.04
O 0.510958 -2.310607 0.858134 0.32 0.39 0.58
H 1.489041 -8.945104 0.370137 -0.01 0.00 0.00
H 0.336443 -8.805971 -0.956428 0.00 0.01 0.01
H -0.191872 -9.439936 0.597450 0.00 0.01 0.00
H 2.132663 -6.710917 0.943193 -0.01 0.00 0.01
H 1.554292 -4.421166 1.620973 -0.01 0.02 -0.02
H -2.595863 -5.283990 1.032305 0.00 0.00 -0.02
H -2.006460 -7.568493 0.296425 0.01 0.00 0.01
H 0.976281 -2.850987 3.171207 0.00 0.02 0.01
H -0.390239 -3.683155 4.008741 0.00 -0.01 0.01
H -0.420218 -1.914610 3.808354 0.01 0.01 -0.01
C 1.067652 5.699064 -0.281372 0.02 0.00 0.03
C 0.041117 5.387228 0.810597 0.03 0.20 -0.08
C -1.354385 5.807983 0.358159 0.01 -0.02 0.00
Sb 0.264861 3.283069 1.326355 -0.08 0.04 -0.15
C 1.958023 3.569001 2.662036 0.18 0.04 0.07
C 3.261975 3.215619 1.944543 0.03 -0.05 0.03
C 2.105458 4.951103 3.295047 0.00 -0.01 0.01
C -1.291773 3.048856 2.798075 -0.16 0.03 0.14
C -1.253574 4.022679 3.969370 -0.02 -0.03 0.04
C -2.680248 3.029523 2.158487 0.00 -0.06 0.00
H 1.076905 6.769444 -0.519370 -0.02 -0.02 0.00
H 0.834104 5.157001 -1.202957 0.00 0.00 0.02
H 2.083527 5.418462 0.009449 -0.02 0.00 0.01
H 0.296500 5.961182 1.704135 -0.01 -0.01 0.00
H -1.745782 5.167188 -0.437386 0.03 0.00 0.01
H -1.328580 6.832424 -0.033542 0.00 -0.02 -0.01
H -2.070325 5.793451 1.178861 -0.01 -0.03 0.02
H 1.778517 2.835585 3.454199 0.00 -0.02 -0.01
H 3.482974 3.943594 1.157914 0.00 0.01 0.01
H 3.239714 2.236367 1.469857 -0.05 0.00 0.00
H 4.102084 3.227825 2.647212 0.00 0.01 -0.01
H 2.378958 5.699295 2.545530 -0.01 -0.01 0.00
H 2.913086 4.932461 4.035893 -0.01 0.00 -0.02
H 1.205040 5.299430 3.799145 -0.02 -0.01 -0.01
H -1.093468 2.044441 3.181300 0.02 -0.02 -0.01
H -1.358729 5.062687 3.642005 0.01 -0.01 -0.01
H -0.331082 3.936978 4.544527 0.01 0.00 -0.02
H -2.080683 3.807636 4.655782 0.01 0.01 -0.02
H -3.014772 4.028505 1.875787 0.00 0.04 0.01
H -3.403131 2.629252 2.877854 0.00 0.01 -0.01
H -2.718853 2.397537 1.268579 0.02 0.01 0.02
```
Positions in Å, forces in eV/Å.

Properties
E   -199902.5534 eV
HOMO (alpha / beta)   -0.158 / -0.191 Eh
Energy relative to the best compared isomer or geometry (same formula, charge and spin)   2.4951 eV
Orbital gap (alpha / beta)   5.7 / 6.0 eV
2S+1   2
LUMO level (alpha / beta)   1.37 / 0.80 eV
Total charge   -1